Computed, not measured: a molecular structure, C18H41N2P3PrSSe, with ωB97M-V with the def2-TZVPD basis set.

Geometry as XYZ:
```
67
Properties=species:S:1:pos:R:3:mulliken_charge:R:1
Pr -0.04183 -1.12703 -0.44787 0.532
P 0.28928 1.65075 1.07974 1.050
P -2.70587 0.20022 -0.40339 0.959
P 2.80668 -0.18336 -0.65308 0.893
H -1.50130 -3.72909 -5.34857 0.375
C -0.60272 -4.02262 -4.80167 -0.687
C -0.45853 -3.82125 -3.49493 -0.436
H -1.29505 -3.30816 -3.01346 0.278
C 0.46972 3.24761 0.17865 -1.393
C -1.08498 2.05486 2.21188 -1.018
C 1.70019 1.80095 2.24541 -1.342
C -3.44203 -0.68604 -1.81565 -1.182
C -3.93199 -0.01499 0.92864 -1.342
C -3.09547 1.90656 -0.89912 -1.286
C 3.20528 -1.30316 -2.05565 -1.216
C 3.82318 -0.96470 0.67696 -1.413
C 3.97879 1.19150 -0.77080 -1.384
H 0.19126 -4.49901 -5.36855 0.271
H 0.36392 -4.32121 -2.96171 0.231
H 0.45276 4.08401 0.90089 0.504
H -0.36227 3.35126 -0.53410 0.277
H 1.41769 3.24404 -0.38503 0.319
H -0.87466 3.04598 2.63173 0.507
H -1.11671 1.30302 3.01343 0.206
H -2.03868 2.11460 1.67293 0.142
H 1.34350 2.35107 3.12956 0.556
H 2.54539 2.34119 1.79705 0.450
H 2.05359 0.80861 2.55106 0.122
H -4.51098 -0.45531 -1.82255 0.438
H -3.29342 -1.76614 -1.69690 0.422
H -2.98757 -0.34882 -2.75555 0.334
H -4.83376 0.57686 0.71829 0.430
H -3.52922 0.30064 1.89645 0.324
H -4.20373 -1.07214 1.00527 0.446
H -4.16393 1.95204 -1.12749 0.520
H -2.53303 2.20354 -1.78791 0.222
H -2.89443 2.63938 -0.11360 0.437
H 4.18179 -0.98150 -2.42924 0.400
H 2.44182 -1.20546 -2.84218 0.390
H 3.25484 -2.33710 -1.68424 0.450
H 4.82245 -1.03835 0.22564 0.506
H 3.46627 -1.95650 0.97376 0.385
H 3.82983 -0.29790 1.55071 0.314
H 4.95728 0.74918 -0.99871 0.537
H 4.01296 1.74273 0.17365 0.356
H 3.76219 1.89075 -1.57930 0.346
C -0.07867 0.47770 -4.92941 0.694
C -0.78520 -0.74285 -5.18981 0.565
C -0.85979 -1.24191 -6.52994 -0.883
C -0.01381 -0.66027 -7.49888 -0.562
C 0.69938 0.52953 -7.22116 -0.668
C 0.60490 1.12383 -5.96346 -0.543
Se 0.17027 1.45573 -3.19714 -0.220
H 1.10436 2.66309 -3.52579 0.149
H -1.29938 -1.26546 -4.36346 0.090
H -1.44145 -2.12905 -6.85079 0.463
H 0.01386 -1.05709 -8.51053 0.384
H 1.34516 0.94788 -7.99403 0.398
H 1.06697 2.11536 -5.84328 0.273
N -0.09883 -0.34290 4.36797 -0.292
C -0.45852 -1.32484 3.51017 0.705
N -1.44910 -2.14829 3.90650 -0.379
S 0.41608 -1.73763 2.10463 -0.256
H -0.38515 -0.42321 5.33402 0.240
H 0.64215 0.30553 4.13894 0.127
H -1.59154 -2.96213 3.31921 0.253
H -1.69413 -2.25403 4.87064 0.233
```

Summary:
⟨S²⟩   2.007
LUMO (spin up / spin down)   -10.30 / -9.59 eV
Charge   +3
2S+1   3
Energy above the lowest of the compared OMol25 structures with the same formula, charge and spin   0.00 kJ/mol